Record 1
A molecular structure, C6H15O4 at a distorted geometry, computed with ωB97M-V/def2-TZVPD.

Element x y z (Å)
C -2.596 -0.310 -1.228
O -2.377 -0.675 0.088
H -3.629 -0.552 -1.518
H -2.345 0.752 -1.396
H -1.912 -0.901 -1.873
C -0.605 -0.750 0.688
C -0.053 -2.015 0.041
O 0.144 -1.943 -1.352
C 1.267 -1.202 -1.762
H -0.417 0.145 0.071
H -0.937 -1.059 1.695
H 0.878 -2.339 0.542
H -0.766 -2.833 0.213
H 2.182 -1.578 -1.271
H 1.171 -0.131 -1.522
H 1.359 -1.318 -2.849
C 1.039 2.572 0.315
O 1.603 2.254 1.571
H -0.034 2.811 0.413
H 1.574 3.447 -0.072
H 1.151 1.738 -0.395
C 0.961 1.232 2.260
O 1.042 0.009 1.675
H -0.122 1.463 2.398
H 1.420 1.184 3.265

Cartesian forces, eV/Å:
1.533 -0.302 -0.798
1.490 -0.615 1.975
0.167 0.264 0.243
-0.440 -0.026 -0.129
-0.532 0.289 -0.128
-3.274 -1.790 -2.567
0.088 -0.201 0.160
-0.204 -0.044 -0.048
0.333 0.078 0.118
0.070 -0.035 1.428
0.272 1.511 -0.497
-0.065 0.355 0.002
0.003 0.349 -0.123
-0.167 0.100 -0.160
0.022 -0.198 -0.090
-0.037 0.038 0.319
-0.192 -0.012 -0.166
0.248 0.256 0.089
0.229 -0.017 -0.026
-0.163 -0.278 0.132
0.014 0.231 0.147
-0.464 0.036 -0.035
0.866 0.059 0.413
0.245 -0.011 0.007
-0.042 -0.034 -0.265

The value obtained for the calculated total energy is -538.3341 hartree. The molar mass is 151.18 g/mol. The total charge is 0. The value obtained for the HOMO-LUMO gap (alpha / beta) is 10.0 / 6.6 eV. The HOMO energy (alpha / beta) comes out at -9.195 / -9.029 eV. Its multiplicity is 2. Its energy above the lowest of the compared OMol25 structures with the same formula, charge and spin is 2.257 eV. The expectation value of S² is 0.784.

---

Record 2
A gas-phase ion, C4H4N3 (charge +1) at a distorted geometry, computed with ωB97M-V/def2-TZVPD.

Element x y z (Å)
C -0.715 1.519 1.710
C -1.422 -0.014 0.442
C 0.791 -0.819 -0.689
C 0.945 -0.911 -1.979
N -1.857 0.929 1.259
N 0.330 0.920 1.183
N -0.114 -0.122 0.373
H -1.985 -0.531 -0.316
H 1.396 -1.659 -0.187
H 1.284 1.140 1.162
H 1.346 -0.451 -2.957

Cartesian forces, eV/Å:
-2.393 -2.395 -1.767
-0.960 -0.073 -1.227
0.764 -2.642 1.671
0.863 3.047 -0.839
2.009 1.592 1.417
-0.377 -0.772 -0.348
1.609 1.151 -1.280
-0.574 -0.426 0.476
-1.064 1.308 0.000
1.597 0.470 0.360
-1.473 -1.260 1.537

The value obtained for the calculated total energy is -318.5482 hartree. The molar mass is 94.10 g/mol. The total charge is +1. The value obtained for the HOMO-LUMO gap (alpha / beta) is 9.4 / 8.4 eV. The HOMO energy (alpha / beta) comes out at -14.017 / -15.938 eV. Its multiplicity is 3. Its energy above the lowest of the compared OMol25 structures with the same formula, charge and spin is 0.000 eV. The expectation value of S² is 2.026.

---

Record 3
C3H6N4O in the gas phase at a distorted geometry, computed with ωB97M-V/def2-TZVPD.

Element x y z (Å)
C 0.486 0.548 0.065
C -0.428 1.238 0.712
C -1.567 -0.387 -0.534
H 2.664 0.692 -0.051
H 1.883 0.696 1.532
H -0.582 1.892 1.678
H -2.619 0.998 0.956
H 1.329 -1.371 -1.893
H 0.917 -2.166 -0.364
N 1.824 0.130 0.487
N -1.724 0.768 0.333
N -0.148 -0.355 -0.837
N 0.458 -1.592 -1.229
O -2.494 -1.089 -0.854

Cartesian forces, eV/Å:
2.052 -1.860 0.107
-3.419 1.533 3.015
-0.653 1.820 1.371
-2.790 -1.754 1.291
0.074 -2.269 -3.638
1.599 -1.153 -2.247
2.813 -1.073 -2.330
-2.656 -0.450 1.963
-1.490 2.225 -2.324
1.821 5.092 2.216
-0.787 -0.287 0.304
-0.950 -1.236 0.437
3.144 -0.481 0.268
1.240 -0.107 -0.432

The value obtained for the calculated total energy is -412.0772 hartree. The molar mass is 114.11 g/mol. The total charge is 0. The value obtained for the HOMO-LUMO gap is 8.6 eV. The SMILES is Nc1c[nH]c(=O)n1N. The HOMO energy comes out at -8.059 eV. Its energy above the lowest of the compared OMol25 structures with the same formula, charge and spin is 3.584 eV.

---

Record 4
A molecular structure, C31H45ClF5MnOP at a distorted geometry, computed with ωB97M-V/def2-TZVPD.

Element x y z (Å)
Mn 1.219 1.339 -0.045
P 0.173 -0.670 -0.259
Cl 0.041 2.749 -1.415
C 0.893 1.530 1.607
H 0.497 2.545 1.954
H 1.519 0.989 2.325
C -0.338 -1.140 -2.018
C -1.399 -0.812 0.785
C -1.562 -0.352 -2.508
H 0.535 -0.804 -2.609
C -1.733 -0.505 -4.031
H -2.467 -0.722 -2.004
H -1.464 0.711 -2.252
C -1.796 -1.972 -4.475
H -2.638 0.025 -4.347
H -0.884 -0.011 -4.524
C -0.709 -2.845 -3.834
H -2.783 -2.382 -4.226
H -1.703 -2.024 -5.566
C -0.554 -2.627 -2.317
H -0.918 -3.903 -4.029
H 0.254 -2.616 -4.312
H -1.461 -2.984 -1.804
H 0.278 -3.244 -1.948
C 1.366 -1.954 0.443
C -2.333 -1.984 0.463
H -0.964 -0.974 1.786
C -3.442 -2.111 1.520
H -2.797 -1.835 -0.522
H -1.788 -2.935 0.409
C -4.253 -0.821 1.687
H -4.114 -2.934 1.249
H -2.988 -2.372 2.487
C -3.368 0.420 1.845
H -4.912 -0.685 0.818
H -4.910 -0.909 2.562
C -2.208 0.494 0.839
H -3.978 1.327 1.753
H -2.946 0.442 2.861
H -2.597 0.737 -0.163
H -1.568 1.335 1.136
C 2.538 -2.246 -0.512
H 1.765 -1.432 1.331
C 3.539 -3.257 0.073
H 2.153 -2.627 -1.471
H 3.083 -1.324 -0.754
C 2.882 -4.538 0.601
H 4.278 -3.510 -0.695
H 4.084 -2.774 0.895
C 1.702 -4.239 1.531
H 2.541 -5.153 -0.243
H 3.629 -5.136 1.136
C 0.694 -3.243 0.934
H 1.184 -5.173 1.784
H 2.085 -3.824 2.474
H 0.163 -3.733 0.102
H -0.062 -3.017 1.698
C 2.740 1.380 -1.379
C 2.776 2.182 -0.149
H 2.401 0.352 -1.231
C 3.933 1.978 0.711
H 2.266 3.280 -0.110
C 5.197 2.329 -0.121
H 3.900 2.553 1.653
H 3.973 0.937 1.004
C 5.204 1.662 -1.511
H 5.287 3.420 -0.257
H 6.090 2.026 0.434
C 3.868 1.681 -2.242
H 5.982 2.119 -2.127
H 5.526 0.625 -1.362
H 3.717 2.649 -2.760
H 3.891 0.953 -3.081
F -5.130 6.874 2.788
C -4.178 5.948 2.828
C -4.309 4.807 3.654
F -5.432 4.695 4.422
C -3.362 3.869 3.676
F -3.496 2.754 4.458
C -2.147 3.909 2.863
O -1.351 3.001 2.826
C -2.043 5.149 2.096
F -0.892 5.303 1.378
C -2.999 6.083 2.054
F -2.871 7.192 1.273

Cartesian forces, eV/Å:
-4.983 -1.327 -0.945
-1.506 -1.159 -0.190
-0.674 0.338 -0.628
0.610 2.070 3.173
-0.079 -1.700 -0.157
-0.477 -0.105 0.458
0.415 -0.302 0.376
0.437 -0.057 -0.036
-0.077 0.337 -0.067
-0.183 -0.021 0.037
0.252 -0.017 0.250
0.253 0.082 -0.177
0.012 -0.227 -0.087
-0.113 -0.016 0.117
0.133 -0.060 -0.008
-0.095 -0.031 0.066
0.144 0.082 0.057
0.086 0.032 0.051
-0.069 -0.054 0.095
-0.148 -0.258 -0.183
0.047 0.112 -0.035
-0.067 -0.033 0.059
0.260 0.117 -0.153
-0.234 0.158 -0.162
-0.451 -0.026 -0.044
-0.127 -0.306 0.079
-0.149 0.065 -0.035
0.006 0.146 0.037
0.053 0.005 0.292
-0.175 0.239 -0.012
0.005 0.112 -0.138
0.108 0.031 0.058
0.009 0.014 -0.107
0.213 -0.106 0.217
0.100 -0.084 -0.001
0.035 -0.005 -0.141
-0.022 0.369 -0.135
0.170 -0.144 0.064
-0.041 0.034 -0.212
0.081 -0.130 0.194
-0.150 -0.190 -0.102
-0.017 -0.138 -0.123
-0.049 -0.068 -0.184
-0.082 0.077 0.129
0.074 0.023 0.220
-0.110 -0.196 0.102
-0.115 0.090 -0.100
-0.020 0.055 0.114
-0.070 -0.037 -0.085
0.072 0.155 0.027
-0.029 0.118 0.054
-0.083 0.035 -0.092
0.094 -0.466 -0.059
0.059 0.125 0.021
-0.015 -0.037 -0.094
0.189 0.130 0.213
0.176 0.009 -0.206
2.302 1.400 -0.008
-0.576 4.092 0.723
0.156 -0.401 -0.677
1.986 0.521 -0.076
1.813 -2.191 -0.762
0.200 0.270 0.229
-0.143 -0.052 -0.430
0.265 -0.565 0.163
0.588 -0.298 0.829
-0.307 -0.234 0.159
0.117 -0.015 -0.131
0.022 -0.502 -2.599
-0.063 0.042 -0.072
-0.168 -0.073 -0.095
-0.018 -0.133 0.517
0.306 0.229 0.236
-0.834 0.826 -0.023
1.463 -1.329 0.045
-1.576 2.315 -0.526
0.369 0.006 -0.260
2.326 -1.834 -0.332
-0.242 0.389 -0.111
-2.936 2.882 0.114
2.187 -2.134 0.035
1.866 -2.189 0.286
-0.458 0.101 0.101
-2.335 1.399 0.519
0.010 -0.385 0.284

The value obtained for the calculated total energy is -3735.1915 hartree. The molar mass is 650.06 g/mol. The total charge is -1. The value obtained for the HOMO-LUMO gap (alpha / beta) is 5.6 / 5.1 eV. The HOMO energy (alpha / beta) comes out at -3.446 / -3.445 eV. Its multiplicity is 5. The expectation value of S² is 6.378.

---

Record 5
A molecular structure, C11H16BrCl2NO2PW at a distorted geometry, computed with ωB97M-V/def2-TZVPD.

Element x y z (Å)
C 2.137 3.470 -0.254
C 2.205 1.928 -0.348
H 2.833 3.994 -0.954
H 2.445 3.664 0.789
H 1.091 3.850 -0.391
O 3.009 1.304 -0.977
Cl -2.348 2.383 1.507
W -0.971 0.698 0.672
P -0.588 0.375 -1.564
C 0.806 -0.678 -2.118
C -1.964 -0.344 -2.533
H -1.048 2.728 -1.819
H -0.636 1.916 -3.376
H 0.649 2.322 -2.203
C -0.388 2.008 -2.306
H -2.828 0.322 -2.455
H -1.670 -0.441 -3.587
H 0.734 -0.806 -3.213
H 0.745 -1.654 -1.629
H -2.241 -1.326 -2.143
H 1.772 -0.219 -1.882
C 1.184 1.241 0.822
O 1.901 1.105 1.903
Cl -3.081 -0.469 0.387
Br -0.139 -2.112 5.593
C -0.244 -2.252 3.680
C -0.231 -3.513 3.081
C -0.326 -3.541 1.684
C -0.528 -2.367 0.977
N -0.482 -1.130 1.576
C -0.312 -1.078 2.944
H -0.145 -4.409 3.675
H -0.283 -4.484 1.136
H -0.755 -2.395 -0.082
H -0.302 -0.091 3.410

Cartesian forces, eV/Å:
-0.512 0.154 0.150
3.069 0.943 -1.884
-0.471 -0.821 0.400
-0.086 0.132 -0.230
0.830 -0.411 0.201
-2.549 0.840 1.901
2.582 -1.355 -1.091
-5.721 -0.733 4.490
-0.168 -1.146 -5.232
0.546 0.179 0.614
-0.390 0.100 0.385
-0.067 0.185 -0.251
-0.004 0.056 0.348
-0.076 0.178 -0.188
0.276 0.320 0.149
0.024 -0.141 -0.055
0.169 0.154 0.290
-0.223 0.164 0.409
0.046 0.054 -0.180
0.032 0.067 -0.072
-0.224 -0.315 -0.109
5.607 -1.173 6.754
-5.042 0.856 -6.961
2.217 0.605 -0.056
-0.047 -0.038 -1.160
0.173 0.545 1.733
0.051 0.806 -0.890
-0.082 0.037 -0.062
0.069 0.211 0.114
0.115 0.060 0.755
-0.208 -0.403 -0.621
0.009 -0.132 0.050
-0.145 0.272 0.153
0.083 0.017 0.090
0.117 -0.266 0.057

The value obtained for the calculated total energy is -4535.5852 hartree. The molar mass is 559.88 g/mol. The total charge is +3. The value obtained for the HOMO-LUMO gap (alpha / beta) is 4.2 / 4.3 eV. The HOMO energy (alpha / beta) comes out at -18.760 / -18.757 eV. Its multiplicity is 3. Its energy above the lowest of the compared OMol25 structures with the same formula, charge and spin is 2.485 eV. The expectation value of S² is 2.029.

---

Which formula does entry 4 have?
C31H45ClF5MnOP

---

Number 5 is which compound?
C11H16BrCl2NO2PW

---

Copy entry 1 word for word.
A molecular structure, C6H15O4 at a distorted geometry, computed with ωB97M-V/def2-TZVPD.

Element x y z (Å)
C -2.596 -0.310 -1.228
O -2.377 -0.675 0.088
H -3.629 -0.552 -1.518
H -2.345 0.752 -1.396
H -1.912 -0.901 -1.873
C -0.605 -0.750 0.688
C -0.053 -2.015 0.041
O 0.144 -1.943 -1.352
C 1.267 -1.202 -1.762
H -0.417 0.145 0.071
H -0.937 -1.059 1.695
H 0.878 -2.339 0.542
H -0.766 -2.833 0.213
H 2.182 -1.578 -1.271
H 1.171 -0.131 -1.522
H 1.359 -1.318 -2.849
C 1.039 2.572 0.315
O 1.603 2.254 1.571
H -0.034 2.811 0.413
H 1.574 3.447 -0.072
H 1.151 1.738 -0.395
C 0.961 1.232 2.260
O 1.042 0.009 1.675
H -0.122 1.463 2.398
H 1.420 1.184 3.265

Cartesian forces, eV/Å:
1.533 -0.302 -0.798
1.490 -0.615 1.975
0.167 0.264 0.243
-0.440 -0.026 -0.129
-0.532 0.289 -0.128
-3.274 -1.790 -2.567
0.088 -0.201 0.160
-0.204 -0.044 -0.048
0.333 0.078 0.118
0.070 -0.035 1.428
0.272 1.511 -0.497
-0.065 0.355 0.002
0.003 0.349 -0.123
-0.167 0.100 -0.160
0.022 -0.198 -0.090
-0.037 0.038 0.319
-0.192 -0.012 -0.166
0.248 0.256 0.089
0.229 -0.017 -0.026
-0.163 -0.278 0.132
0.014 0.231 0.147
-0.464 0.036 -0.035
0.866 0.059 0.413
0.245 -0.011 0.007
-0.042 -0.034 -0.265

The value obtained for the calculated total energy is -538.3341 hartree. The molar mass is 151.18 g/mol. The total charge is 0. The value obtained for the HOMO-LUMO gap (alpha / beta) is 10.0 / 6.6 eV. The HOMO energy (alpha / beta) comes out at -9.195 / -9.029 eV. Its multiplicity is 2. Its energy above the lowest of the compared OMol25 structures with the same formula, charge and spin is 2.257 eV. The expectation value of S² is 0.784.

---

What is the formula in the first record?
C6H15O4